Entry 1:
ORCA calculation (ωB97M-V with the def2-TZVPD basis set) on a molecular structure, C36H36AsN3O4PS3Ti.

```
85
Properties=species:S:1:pos:R:3:forces:R:3:lowdin_charge:R:1
Ti 0.188 -0.120 -1.209 0.3 -0.1 -0.3 0.53
O -1.090 -1.739 -1.013 0.0 0.3 0.1 -0.29
N -0.630 -2.978 -1.004 0.1 -0.1 -0.1 -0.19
C -1.262 -3.857 -0.204 0.1 0.0 0.1 -0.05
C -0.924 -5.182 -0.184 0.0 0.0 0.0 -0.09
C 0.114 -5.610 -1.020 0.0 0.0 0.0 -0.10
C 0.753 -4.703 -1.823 0.0 -0.1 0.0 -0.10
C 0.397 -3.334 -1.844 0.0 0.1 0.0 -0.66
S 1.121 -2.169 -2.825 -0.1 0.1 0.0 0.70
H -2.024 -3.405 0.410 0.0 0.0 0.0 0.11
H -1.446 -5.857 0.479 0.0 0.0 0.0 0.09
H 0.422 -6.648 -1.025 0.0 0.0 0.0 0.09
H 1.568 -4.998 -2.467 0.0 0.0 0.0 0.10
O -0.580 0.953 0.268 0.0 -0.2 0.0 -0.31
N -1.539 1.883 0.209 0.0 0.1 0.1 -0.17
C -2.692 1.549 -0.410 0.0 0.0 0.0 -0.10
C -3.734 2.427 -0.504 0.0 -0.1 0.0 -0.11
C -3.570 3.702 0.051 0.0 0.0 0.1 -0.11
C -2.402 4.022 0.681 -0.1 0.0 0.0 -0.13
C -1.317 3.109 0.803 0.1 -0.1 0.0 -0.75
S 0.115 3.478 1.599 0.0 0.0 0.1 0.56
H -2.701 0.551 -0.820 0.0 0.0 0.0 0.10
H -4.637 2.125 -1.013 0.0 0.0 0.0 0.10
H -4.366 4.436 -0.016 0.0 0.0 0.0 0.10
H -2.244 4.997 1.119 0.0 0.0 0.0 0.09
O 3.461 -1.944 0.444 0.0 0.0 0.0 0.02
C 2.664 -1.177 -0.087 0.0 0.1 0.1 -0.63
O 1.369 -1.246 0.022 -0.1 -0.1 0.2 -0.21
C 3.095 -0.024 -0.918 0.0 -0.1 0.0 -0.23
C 4.417 0.165 -1.276 -0.1 0.1 0.0 -0.04
C 4.775 1.258 -2.038 0.1 0.0 0.0 -0.06
C 3.783 2.250 -2.316 0.0 0.0 0.0 -0.18
C 4.098 3.470 -2.933 0.0 0.0 0.0 -0.08
C 3.152 4.467 -3.089 0.0 0.0 0.0 -0.13
C 1.862 4.263 -2.605 0.0 0.0 0.0 -0.13
C 1.515 3.057 -2.020 0.0 0.0 0.0 -0.08
C 2.441 2.014 -1.902 0.1 0.0 0.1 -0.20
N 2.074 0.803 -1.328 -0.1 0.0 0.0 0.00
H 5.129 -0.575 -0.935 0.0 0.0 0.0 0.11
H 5.800 1.428 -2.348 0.0 0.0 0.0 0.08
H 5.119 3.627 -3.267 0.0 0.0 0.0 0.09
H 3.420 5.407 -3.558 0.0 0.0 0.0 0.08
H 1.118 5.048 -2.672 0.0 0.0 0.0 0.08
H 0.517 2.909 -1.635 0.0 0.0 0.0 0.04
C -3.470 3.054 -3.930 0.0 0.0 0.0 -0.37
As -1.868 4.104 -3.492 0.0 0.0 0.0 1.04
C -2.542 5.776 -4.334 0.0 0.0 0.0 -0.38
C -0.759 3.540 -5.019 0.0 0.0 0.0 -0.36
S -0.768 0.803 -2.885 -0.1 0.1 -0.1 0.18
H -3.702 3.124 -4.995 0.0 0.0 0.0 0.01
H -4.318 3.425 -3.351 0.0 0.0 0.0 0.00
H -3.272 2.018 -3.662 0.0 0.0 0.0 -0.03
H -2.933 5.585 -5.337 0.0 0.0 0.0 0.00
H -1.726 6.497 -4.401 0.0 0.0 0.0 0.00
H -3.332 6.208 -3.717 0.0 0.0 0.0 0.00
H -0.747 4.316 -5.788 0.0 0.0 0.0 0.01
H -1.159 2.613 -5.426 0.0 0.0 0.0 0.00
H 0.254 3.342 -4.674 0.0 0.0 0.0 -0.01
C -1.603 -2.756 3.917 0.1 0.0 0.0 -0.30
P -0.928 -1.562 2.668 -0.1 0.0 0.1 1.06
C 0.684 -1.124 3.404 0.0 0.1 0.0 -0.38
C 1.358 -0.023 2.869 0.0 0.0 0.0 -0.11
C 2.624 0.310 3.320 0.0 0.0 0.0 -0.06
C 3.244 -0.457 4.299 0.0 0.0 0.0 -0.10
C 2.584 -1.552 4.835 0.0 0.0 0.0 -0.11
C 1.309 -1.882 4.390 0.0 0.0 0.0 -0.11
C -1.987 -0.138 3.160 0.0 0.0 0.0 -0.37
C -3.273 -0.114 2.619 0.0 0.0 0.0 -0.13
C -4.163 0.902 2.931 0.0 0.0 0.0 -0.11
C -3.767 1.930 3.775 0.0 0.0 0.0 -0.11
C -2.485 1.929 4.302 0.0 0.0 0.0 -0.09
C -1.602 0.900 4.003 0.0 0.0 0.0 -0.08
H -1.523 -2.405 4.949 0.0 0.0 0.0 0.04
H -1.092 -3.716 3.815 0.0 0.0 0.0 0.02
H -2.658 -2.908 3.681 0.0 0.0 0.0 0.02
H 0.889 0.583 2.103 0.0 0.0 -0.1 0.07
H 3.132 1.160 2.883 0.0 0.0 0.0 0.11
H 4.246 -0.211 4.629 0.0 0.0 0.0 0.09
H 3.064 -2.161 5.593 0.0 0.0 0.0 0.09
H 0.810 -2.745 4.814 0.0 0.0 0.0 0.08
H -3.563 -0.888 1.914 0.0 0.0 0.0 0.10
H -5.148 0.915 2.480 0.0 0.0 0.0 0.09
H -4.445 2.747 3.992 0.0 0.0 0.0 0.09
H -2.152 2.752 4.923 0.0 0.0 0.0 0.10
H -0.596 0.928 4.398 0.0 0.0 0.0 0.10
```
Positions in Å, forces in eV/Å.

The energy above the lowest of the compared OMol25 structures with the same formula, charge and spin is 0.00 kJ/mol. As for the spin multiplicity: 2. Its HOMO-LUMO gap (alpha / beta) is 4.134 / 6.330 eV. As for the net charge: -2.

---

Entry 2:
ORCA calculation (ωB97M-V with the def2-TZVPD basis set) on 2 unconnected molecules or ions with the total composition C5H10O in a non-equilibrium geometry.

```
16
Properties=species:S:1:pos:R:3:forces:R:3:lowdin_charge:R:1
C -2.208 4.718 -1.591 0.1 1.8 -3.0 -0.14
C -0.948 4.676 -0.894 -0.5 -1.2 0.6 -0.27
C -0.493 3.482 -0.684 4.3 -1.4 3.4 -0.04
H -2.958 4.810 -0.906 -2.3 1.6 2.0 0.04
H -2.115 5.549 -2.331 -1.1 -0.5 0.4 0.09
H -2.625 3.829 -2.042 1.1 -0.7 -0.7 0.08
H -0.593 5.511 -0.312 0.2 0.3 -0.4 0.10
H 0.397 3.374 0.064 -1.4 0.1 -1.5 0.08
H -0.866 2.521 -0.966 -0.5 -0.1 -0.7 0.05
C 1.160 -5.694 0.595 1.5 -3.0 -0.6 0.00
C 2.175 -5.680 1.475 -0.9 2.6 0.0 -0.25
O 2.111 -4.535 2.271 0.4 -0.5 2.1 -0.08
H 1.215 -6.427 -0.227 -0.1 0.3 0.4 0.05
H 0.197 -5.242 0.725 0.2 0.8 0.2 0.05
H 3.161 -6.151 1.624 -0.9 -0.5 -0.9 0.11
H 2.389 -4.742 3.198 -0.2 0.3 -1.2 0.10
```
Positions in Å, forces in eV/Å.

The energy above the lowest of the compared OMol25 structures with the same formula, charge and spin is 319.80 kJ/mol. Its SMILES is C=CC.C=CO. Its HOMO-LUMO gap is 10.168 eV. As for the net charge: 0.

---

Entry 3:
ORCA calculation (ωB97M-V with the def2-TZVPD basis set) on 4 unconnected molecules or ions with the total composition C2H12NO3 in a non-equilibrium geometry.

```
18
Properties=species:S:1:pos:R:3:forces:R:3:lowdin_charge:R:1
C 0.019 1.276 -0.600 -0.8 -0.1 -0.8 -0.37
C 1.033 1.976 0.013 1.0 0.0 0.9 -0.15
N -0.143 -0.136 -0.192 0.9 1.2 0.3 0.08
H -0.743 1.660 -1.245 -0.3 0.0 -0.2 0.04
H 1.286 2.980 -0.264 0.0 0.3 -0.1 -0.01
H 1.608 1.527 0.827 -0.1 0.1 -0.2 -0.01
H -0.307 -0.146 0.855 0.4 -0.8 -1.2 0.11
H -0.926 -0.548 -0.677 -0.3 0.0 0.2 0.09
H 0.735 -0.554 -0.517 0.0 -0.5 0.8 0.10
H -2.801 1.041 -0.340 0.2 -0.2 0.0 0.06
H -3.277 -0.352 0.102 -0.2 0.0 0.0 0.05
O -2.719 0.096 -0.539 -0.7 0.1 0.0 -0.06
H -1.304 -2.240 2.527 0.5 0.5 0.0 0.06
H 0.002 -1.461 2.891 -0.3 -0.1 0.0 0.05
O -0.819 -1.405 2.382 -0.2 -0.5 0.2 -0.07
H 2.640 -1.731 -1.873 0.3 0.4 -0.3 0.04
H 3.162 -0.236 -1.785 -0.1 0.2 -0.4 0.04
O 2.879 -1.002 -1.290 -0.4 -0.6 0.8 -0.06
```
Positions in Å, forces in eV/Å.

The energy above the lowest of the compared OMol25 structures with the same formula, charge and spin is 196.29 kJ/mol. As for the spin multiplicity: 2. Its HOMO-LUMO gap (alpha / beta) is 3.274 / 7.639 eV. As for the net charge: 0.

---

Entry 4:
ORCA calculation (ωB97M-V with the def2-TZVPD basis set) on a molecular structure, Cs3F14N7NaO28S14 in a non-equilibrium geometry.

```
67
Properties=species:S:1:pos:R:3:forces:R:3:lowdin_charge:R:1
Na 1.001 1.715 -2.264 -1.2 -0.4 -0.1 0.56
Cs 5.955 1.628 -0.484 -0.2 -0.5 0.3 1.10
Cs 1.145 -4.382 -0.429 -0.7 0.6 0.2 1.05
Cs 2.005 3.706 3.158 -0.3 -0.8 0.0 1.04
N -0.981 -3.114 4.391 -2.1 -4.0 -1.3 -0.23
S -0.835 -4.560 3.491 -3.4 -2.3 -0.2 0.58
O -0.274 -5.700 4.202 0.2 1.6 -1.0 -0.31
O -0.689 -4.443 2.050 1.2 0.4 1.3 -0.41
F -2.361 -5.024 3.487 -0.4 0.8 0.6 -0.20
S 0.510 -2.866 4.430 7.3 4.0 0.8 0.37
O 0.963 -2.239 3.211 0.1 -1.0 0.1 -0.30
O 1.415 -3.753 5.118 -0.8 -1.3 -1.0 -0.30
F 0.739 -1.693 5.451 -1.9 1.4 0.6 -0.19
N -3.668 -2.120 -2.623 1.0 -2.8 3.3 -0.25
S -3.581 -3.203 -1.291 -1.7 -0.1 1.6 0.64
O -3.065 -2.620 -0.040 -1.2 -1.2 -2.6 -0.29
O -3.112 -4.561 -1.620 -1.7 2.1 0.5 -0.34
F -5.279 -3.255 -1.060 2.5 -0.3 -0.4 -0.27
S -2.095 -1.873 -2.641 2.7 3.1 -3.3 0.47
O -1.174 -2.984 -2.760 -0.3 -0.4 1.2 -0.36
O -1.616 -0.719 -1.899 -0.7 -1.7 -1.0 -0.29
F -2.080 -1.493 -4.238 -0.2 0.7 1.0 -0.23
N 6.015 -0.424 5.087 -2.7 2.9 1.1 -0.26
S 5.992 -1.026 3.707 2.4 -4.8 -5.1 0.43
O 6.203 -0.129 2.561 -0.6 -1.0 1.2 -0.38
O 5.097 -2.178 3.647 0.9 2.0 -1.1 -0.26
F 7.439 -1.760 3.772 -0.1 0.4 0.1 -0.23
S 4.409 0.100 4.997 -4.4 1.7 5.6 0.58
O 3.407 -0.762 5.618 2.2 0.2 -2.2 -0.25
O 3.905 1.104 4.066 1.7 -1.3 -0.4 -0.37
F 4.568 1.075 6.257 1.1 0.8 0.6 -0.24
N -4.836 4.023 1.901 5.0 -2.9 0.8 -0.23
S -5.155 4.359 0.474 -6.8 4.9 -5.9 0.34
O -5.769 3.364 -0.384 2.2 -0.2 0.4 -0.27
O -4.620 5.585 -0.099 1.3 -1.5 0.0 -0.31
F -6.490 4.997 0.948 -3.4 1.7 1.1 -0.24
S -3.461 3.193 1.380 4.7 -1.9 4.1 0.54
O -2.478 3.722 0.446 -2.2 0.0 0.3 -0.29
O -3.553 1.782 1.532 -0.9 0.1 -0.7 -0.25
F -2.626 3.538 2.749 0.0 0.4 0.5 -0.27
N 1.365 0.831 -0.013 -2.7 2.5 1.1 -0.30
S 2.239 -0.254 0.540 6.5 -5.9 2.4 0.49
O 1.844 -1.569 0.029 1.1 1.8 1.3 -0.42
O 2.934 -0.071 1.860 -3.1 -0.4 -3.1 -0.30
F 3.563 0.047 -0.332 0.3 0.4 -1.3 -0.35
S 0.138 0.689 1.102 -6.7 1.7 1.8 0.64
O 0.175 1.709 2.221 1.0 -2.4 -3.1 -0.49
O -0.360 -0.647 1.409 2.1 2.7 -0.5 -0.21
F -1.021 1.257 0.144 1.9 -0.2 0.9 -0.16
N 2.218 0.967 -4.262 2.4 -3.6 0.1 -0.26
S 3.825 0.979 -4.265 2.9 2.8 0.7 0.53
O 4.535 0.193 -5.252 -1.1 0.7 0.8 -0.28
O 4.546 1.048 -2.959 -1.7 0.2 -2.0 -0.52
F 3.914 2.527 -4.794 0.3 -0.9 0.5 -0.23
S 2.146 -0.777 -4.389 -4.9 -3.2 1.3 0.60
O 2.819 -1.600 -3.382 0.6 2.0 -1.6 -0.28
O 1.925 -1.315 -5.706 1.3 1.3 0.8 -0.25
F 0.670 -0.858 -3.772 0.8 0.9 -0.4 -0.18
N -3.987 1.625 -3.710 1.4 -0.9 -6.6 -0.22
S -3.068 2.174 -5.068 0.1 -1.4 -2.8 0.62
O -1.872 1.386 -5.545 -3.4 2.4 1.9 -0.33
O -3.093 3.623 -5.226 0.8 -1.7 0.5 -0.32
F -4.203 1.753 -6.090 0.0 -0.4 -0.4 -0.21
S -3.149 2.298 -2.691 0.9 3.0 11.7 0.45
O -3.679 3.622 -2.267 2.1 -2.4 -1.9 -0.31
O -1.728 1.987 -2.419 -0.5 1.4 -2.5 -0.34
F -3.666 1.363 -1.461 -0.5 0.4 -0.6 -0.21
```
Positions in Å, forces in eV/Å.

Its HOMO-LUMO gap is 5.321 eV. As for the net charge: -3.

---

Entry 5:
ORCA calculation (ωB97M-V with the def2-TZVPD basis set) on 2 unconnected molecules or ions with the total composition C3H11N2 in a non-equilibrium geometry.

```
16
Properties=species:S:1:pos:R:3:forces:R:3:lowdin_charge:R:1
C 0.973 -0.913 -1.998 -2.2 0.2 0.5 -0.05
N 1.764 -0.018 -1.087 -0.2 -1.1 3.0 0.07
H 0.069 -1.189 -1.355 1.1 0.2 -1.2 0.11
H 1.450 -1.851 -2.362 0.2 1.1 0.4 0.11
H 0.645 -0.226 -2.811 0.1 -1.0 0.3 0.11
H 2.562 0.369 -1.590 0.0 0.4 0.3 0.15
H 1.056 0.734 -0.636 1.7 -1.6 -0.7 0.17
H 2.141 -0.622 -0.226 -0.9 1.8 -2.2 0.22
C -2.184 -0.342 1.740 -1.2 -1.3 0.9 -0.01
C -0.971 0.201 1.738 0.1 1.1 2.8 -0.31
N -0.486 1.231 0.921 -1.0 -0.9 -3.5 0.00
H -2.984 0.003 1.119 0.0 0.2 -1.0 0.04
H -2.654 -1.116 2.456 1.7 1.3 -0.9 0.10
H -0.360 0.197 2.677 -0.2 -1.0 -1.0 0.12
H -1.090 1.583 0.162 0.1 -0.4 0.9 0.11
H 0.070 1.959 1.253 0.8 1.0 1.3 0.06
```
Positions in Å, forces in eV/Å.

The energy above the lowest of the compared OMol25 structures with the same formula, charge and spin is 207.30 kJ/mol. Its HOMO-LUMO gap is 8.429 eV. As for the net charge: +1.

---

Entry 6:
ORCA calculation (ωB97M-V with the def2-TZVPD basis set) on a molecular structure, C10H27AuClIO2P2S in a non-equilibrium geometry.

```
45
Properties=species:S:1:pos:R:3:forces:R:3:lowdin_charge:R:1
C -2.929 1.001 -0.492 0.5 0.3 -0.1 -0.06
C -2.077 -0.153 0.019 -4.1 -2.2 0.9 -0.47
H -3.984 0.728 -0.398 0.3 -0.1 0.1 0.11
H -2.675 1.230 -1.530 0.0 -0.1 0.1 0.06
H -2.709 1.914 0.066 0.0 -0.1 0.0 0.06
O -2.624 -1.160 0.436 2.3 2.6 -1.4 0.04
I 2.886 0.043 0.047 -0.1 -0.4 0.3 0.82
Au 0.000 0.000 0.000 0.6 0.7 -0.4 0.38
P 0.069 1.017 2.142 -0.4 0.6 2.1 0.71
C 0.309 -0.188 3.492 0.1 0.0 -0.3 -0.22
C 1.415 2.222 2.360 0.1 -0.3 -0.5 -0.28
H 1.187 2.882 3.204 0.0 -0.2 -0.1 0.08
H -1.319 2.348 3.639 0.1 -0.2 -0.2 0.08
H 1.530 2.799 1.441 0.0 0.1 0.1 0.02
H -1.614 2.744 1.927 0.0 0.0 0.1 0.05
H 1.249 -0.719 3.312 -0.2 0.1 0.2 0.04
H 2.341 1.672 2.544 -0.1 0.2 0.1 0.02
C -1.438 1.930 2.635 0.0 -0.2 -0.6 -0.22
H 0.348 0.323 4.459 -0.1 0.1 -0.2 0.08
H -2.299 1.256 2.618 0.0 0.1 0.1 0.06
H -0.513 -0.909 3.495 0.2 0.2 0.2 0.03
P 0.166 -0.850 -2.209 -0.4 -0.7 -2.1 0.69
C 0.434 -2.654 -2.255 0.0 0.3 0.3 -0.24
C -1.305 -0.598 -3.267 0.0 0.2 0.5 -0.22
H 1.631 0.907 -2.963 0.0 0.0 -0.2 0.02
H 1.356 -0.319 -4.248 0.0 0.0 0.2 0.08
H 2.463 -0.656 -2.871 -0.1 0.0 -0.2 0.02
C 1.540 -0.158 -3.180 0.0 0.1 0.5 -0.28
H -1.493 0.473 -3.373 0.0 -0.1 -0.1 0.05
H -1.140 -1.032 -4.258 0.1 0.0 0.2 0.08
H 0.515 -3.003 -3.290 0.0 0.2 0.1 0.08
H -0.400 -3.165 -1.765 0.1 0.0 -0.2 0.05
H -2.177 -1.065 -2.803 0.0 0.0 -0.1 0.06
H 1.357 -2.877 -1.713 0.0 -0.1 -0.2 0.04
Cl -0.086 2.210 -0.952 0.3 0.9 -0.4 0.08
C 0.676 -4.091 0.805 -0.3 -1.6 -2.0 -0.21
S 0.246 -2.305 0.893 1.4 -4.4 1.9 0.72
C -1.198 -2.789 1.946 -0.3 0.4 1.8 -0.23
O 1.611 -2.064 1.534 -0.6 1.8 0.3 -0.67
H -0.120 -4.662 0.283 0.4 0.2 0.4 0.08
H 0.875 -4.519 1.812 -0.4 0.9 -0.5 0.10
H 1.607 -4.218 0.215 -0.6 0.4 0.3 0.08
H -0.834 -3.305 2.859 0.2 0.0 -0.8 0.09
H -1.797 -1.957 2.342 0.3 -0.2 -0.5 0.04
H -1.884 -3.459 1.384 0.8 0.5 0.0 0.09
```
Positions in Å, forces in eV/Å.

The energy above the lowest of the compared OMol25 structures with the same formula, charge and spin is 0.00 kJ/mol. As for the spin multiplicity: 3. Its HOMO-LUMO gap (alpha / beta) is 6.787 / 6.231 eV. As for the net charge: +2.

---

Q: The lowest net charge belongs to which entry?
A: Cs3F14N7NaO28S14